ORCA calculation (the ωB97M-V functional and the def2-TZVPD basis) on one molecule with the formula C24H21N3O6S at a distorted geometry.

Structure (XYZ):
```
55
Properties=species:S:1:pos:R:3:lowdin_charge:R:1
C -2.418 -4.070 -1.930 -0.060
H -3.277 -3.723 -1.354 0.083
H -2.167 -3.319 -2.679 0.080
H -2.654 -5.016 -2.416 0.100
O -1.313 -4.364 -1.094 -0.056
C -0.684 -3.449 -0.342 -0.242
C -0.943 -2.085 -0.183 -0.144
C -0.141 -1.332 0.659 -0.021
C 0.922 -1.877 1.357 -0.185
C 1.191 -3.233 1.200 -0.010
C 0.398 -3.994 0.378 0.018
H 0.585 -5.048 0.245 0.124
H 2.024 -3.683 1.719 0.120
C 1.803 -0.982 2.188 -0.057
N 2.771 -0.309 1.337 0.054
C 4.054 -0.798 1.128 -0.353
O 4.515 -1.777 1.654 0.136
C 4.676 0.142 0.164 -0.054
C 5.933 0.194 -0.407 0.026
C 6.165 1.244 -1.291 -0.035
C 5.153 2.161 -1.549 -0.114
N 3.945 2.113 -0.999 0.152
C 3.731 1.120 -0.165 -0.133
C 2.479 0.825 0.594 -0.322
O 1.426 1.407 0.606 0.133
H 5.312 2.983 -2.232 0.110
H 7.123 1.350 -1.775 0.106
H 6.689 -0.541 -0.176 0.126
H 2.369 -1.561 2.920 0.132
H 1.208 -0.213 2.687 0.140
H -0.348 -0.282 0.772 0.100
S -2.216 -1.139 -1.056 0.711
O -1.867 -1.123 -2.450 -0.281
O -3.519 -1.615 -0.694 -0.269
N -2.043 0.420 -0.511 -0.179
C -2.685 0.912 0.630 -0.178
C -3.062 0.077 1.675 -0.026
C -3.653 0.601 2.810 -0.083
C -3.851 1.967 2.925 -0.090
C -3.481 2.806 1.892 -0.001
C -2.908 2.292 0.735 -0.188
O -2.576 3.176 -0.247 0.006
C -2.232 2.617 -1.503 -0.337
C -1.543 3.703 -2.316 -0.019
H -0.615 3.991 -1.830 0.088
H -1.329 3.339 -3.316 0.085
H -2.188 4.575 -2.381 0.084
C -1.330 1.396 -1.298 -0.113
H -1.083 0.930 -2.251 0.125
H -0.412 1.702 -0.781 0.122
H -3.153 2.285 -2.007 0.164
H -3.632 3.872 1.952 0.119
H -4.300 2.379 3.815 0.101
H -3.948 -0.061 3.610 0.102
H -2.901 -0.984 1.581 0.103
```

## Properties
HOMO level, eV: -8.19
Frontier orbital gap, eV: 7.393
SMILES string: COc1ccc(CN2C(=O)c3cccnc3C2=O)cc1S(=O)(=O)N1C[C@H](C)Oc2ccccc21
Energy relative to the best compared isomer or geometry (same formula, charge and spin), kcal/mol: 29.1
Charge: 0

ORCA calculation (the ωB97M-V functional and the def2-TZVPD basis) on C24H21NO14Sr as an isolated structure at a distorted geometry.

Structure (XYZ):
```
61
Properties=species:S:1:pos:R:3:lowdin_charge:R:1
Sr 27.083 -5.415 1.790 1.538
C 31.397 -7.160 2.660 -0.029
C 32.492 -6.644 3.411 -0.389
C 32.313 -5.314 4.252 -0.341
O 33.277 -4.710 4.760 -0.036
C 31.063 -4.618 4.216 -0.028
C 30.026 -5.193 3.547 -0.387
C 30.207 -6.489 2.774 -0.342
O 29.122 -7.098 2.221 -0.267
O 28.990 -4.422 3.409 -0.169
O 33.472 -7.331 3.513 0.013
H 31.506 -8.087 2.116 0.103
H 31.013 -3.619 4.623 0.111
C 31.444 -1.595 0.992 0.084
C 32.412 -2.642 1.147 -0.304
C 32.195 -4.076 0.622 -0.326
O 33.233 -4.808 0.553 0.015
C 30.848 -4.385 0.397 -0.015
C 29.873 -3.505 0.136 -0.312
C 30.303 -1.982 0.386 -0.226
O 29.543 -0.925 0.086 0.009
O 28.591 -3.798 0.167 -0.162
O 33.470 -2.389 1.728 0.087
H 31.775 -0.571 1.086 0.131
H 30.639 -5.439 0.294 0.124
C 25.651 -2.389 2.927 -0.061
C 25.688 -1.567 4.107 -0.383
C 24.368 -1.570 5.011 -0.360
O 24.282 -0.715 5.868 -0.019
C 23.348 -2.601 4.697 -0.047
C 23.534 -3.477 3.672 -0.375
C 24.708 -3.270 2.677 -0.430
O 24.877 -4.009 1.622 -0.230
O 22.720 -4.536 3.554 -0.170
O 26.567 -0.769 4.134 0.055
H 26.462 -2.182 2.245 0.121
H 22.552 -2.661 5.424 0.081
C 25.920 -5.061 5.068 -0.058
O 25.813 -5.897 3.902 -0.317
C 25.100 -7.082 4.121 -0.172
C 24.729 -7.543 2.642 -0.159
N 25.905 -7.789 1.850 -0.155
C 25.757 -8.470 0.515 -0.181
C 25.517 -7.465 -0.557 -0.223
O 26.564 -6.481 -0.476 -0.306
C 26.662 -5.699 -1.667 -0.073
H 26.620 -5.362 5.847 0.091
H 24.946 -4.925 5.537 0.093
H 26.368 -4.127 4.728 0.085
H 24.209 -7.038 4.748 0.121
H 25.752 -7.802 4.615 0.118
H 23.987 -7.053 2.012 0.130
H 24.484 -8.605 2.661 0.097
H 26.524 -8.500 2.214 0.111
H 25.083 -9.327 0.533 0.111
H 26.660 -8.987 0.190 0.126
H 24.540 -6.993 -0.452 0.127
H 25.433 -7.871 -1.565 0.113
H 26.773 -6.422 -2.476 0.082
H 27.456 -4.958 -1.578 0.078
H 25.744 -5.121 -1.773 0.097
```

## Properties
Spin multiplicity: 2
HOMO level (alpha / beta), eV: 0.60 / 0.60
Frontier orbital gap (alpha / beta), eV: 4.865 / 4.315
Charge: -3

ORCA calculation (the ωB97M-V functional and the def2-TZVPD basis) on C24H22AsCl5F6OReS4 as an isolated structure.

Structure (XYZ):
```
64
Properties=species:S:1:pos:R:3:lowdin_charge:R:1
Re -0.316 -0.200 1.233 1.253
C -3.206 1.242 2.749 -0.438
C -2.875 2.355 1.782 -0.417
S -1.872 1.662 0.434 0.967
C -0.608 2.934 0.148 -0.413
C 0.293 3.183 1.341 -0.391
S 1.081 1.650 1.954 0.948
C 0.718 1.646 3.745 -0.402
C -0.756 1.614 4.113 -0.384
S -1.745 0.314 3.272 0.948
H -3.871 0.497 2.309 0.105
H -3.701 1.616 3.648 0.123
H -2.354 3.189 2.246 0.085
H -3.786 2.748 1.324 0.116
H -1.130 3.849 -0.139 0.123
H -0.055 2.579 -0.723 0.074
H -0.226 3.645 2.179 0.090
H 1.106 3.850 1.051 0.115
H 1.194 2.540 4.153 0.125
H 1.262 0.783 4.124 0.067
H -1.249 2.564 3.918 0.084
H -0.841 1.404 5.180 0.111
Cl -1.374 -2.448 0.904 0.824
C 0.353 -2.793 0.623 -0.635
C 1.071 -1.622 0.613 -0.445
C 2.442 -1.701 0.434 -0.683
Cl 3.401 -0.276 0.365 0.762
C 3.029 -2.963 0.254 -0.674
Cl 4.705 -3.075 -0.021 0.797
C 2.251 -4.135 0.290 -0.673
Cl 2.974 -5.653 0.089 0.824
C 0.861 -4.063 0.483 -0.699
Cl -0.152 -5.423 0.541 0.822
F 0.485 -0.910 2.848 -0.542
As 0.769 -2.375 4.815 0.902
F -0.035 -1.010 5.490 -0.213
F 2.182 -1.427 4.828 -0.177
F 0.944 -3.319 6.166 -0.100
F 1.489 -3.344 3.615 -0.172
F -0.753 -2.873 4.224 -0.204
O -0.337 0.092 -0.747 -0.794
S 0.343 -0.671 -2.011 1.204
C 1.243 0.578 -2.820 -0.418
C 0.601 1.675 -3.406 -0.065
C 1.379 2.616 -4.049 -0.026
C 2.764 2.446 -4.124 -0.006
C 3.382 1.344 -3.553 -0.022
C 2.621 0.395 -2.883 -0.081
C -1.069 -0.924 -3.056 -0.385
C -0.791 -1.238 -4.383 -0.057
C -1.853 -1.528 -5.225 -0.021
C -3.156 -1.497 -4.744 -0.020
C -3.411 -1.188 -3.416 -0.035
C -2.362 -0.903 -2.552 -0.078
H -0.479 1.759 -3.393 0.129
H 0.914 3.469 -4.524 0.128
H 3.362 3.179 -4.650 0.131
H 4.453 1.216 -3.633 0.131
H 3.089 -0.472 -2.436 0.096
H 0.224 -1.260 -4.760 0.128
H -1.659 -1.776 -6.259 0.131
H -3.978 -1.716 -5.412 0.130
H -4.428 -1.175 -3.049 0.124
H -2.558 -0.673 -1.515 0.076
```

## Properties
Spin multiplicity: 3
HOMO level (alpha / beta), eV: -16.88 / -16.90
Frontier orbital gap (alpha / beta), eV: 6.096 / 4.906
Charge: +3

ORCA calculation (the ωB97M-V functional and the def2-TZVPD basis) on C24H22Cl2PPd as an isolated structure at a distorted geometry.

Structure (XYZ):
```
50
Properties=species:S:1:pos:R:3:lowdin_charge:R:1
C -0.985 -2.053 4.479 -0.190
C -0.923 -1.988 3.050 -0.180
C 0.451 -1.922 2.672 -0.215
H -1.774 -1.969 2.371 0.117
C 1.245 -1.961 3.860 -0.196
C 0.353 -2.080 4.977 -0.169
H 0.644 -2.121 6.018 0.121
H -1.890 -2.047 5.075 0.122
H 0.836 -1.825 1.658 0.093
H 2.325 -1.872 3.911 0.124
Pd 0.035 -0.366 3.946 0.866
Cl 1.461 1.161 2.171 -0.106
P 0.213 0.451 -0.985 1.184
C 1.405 -0.744 -1.503 -0.370
C 1.197 -1.633 -2.578 -0.076
H 0.258 -1.611 -3.134 0.114
C 2.209 -2.534 -2.901 -0.062
H 2.070 -3.221 -3.737 0.115
C 3.398 -2.559 -2.157 -0.048
H 4.194 -3.255 -2.433 0.116
C 3.568 -1.717 -1.050 -0.058
H 4.477 -1.755 -0.450 0.116
C 2.566 -0.822 -0.701 -0.097
H 2.622 -0.190 0.188 0.038
C -1.450 -0.096 -1.277 -0.344
C -1.786 -1.447 -1.006 -0.092
H -1.020 -2.131 -0.636 0.109
C -3.091 -1.874 -1.232 -0.065
H -3.340 -2.922 -1.065 0.115
C -4.064 -0.967 -1.668 -0.048
H -5.079 -1.319 -1.863 0.118
C -3.747 0.389 -1.843 -0.057
H -4.518 1.095 -2.143 0.116
C -2.447 0.836 -1.640 -0.063
H -2.183 1.889 -1.763 0.113
C 0.574 2.097 -1.523 -0.370
C 1.075 2.405 -2.804 -0.059
H 1.285 1.606 -3.515 0.114
C 1.289 3.744 -3.129 -0.061
H 1.656 4.012 -4.123 0.116
C 1.044 4.751 -2.182 -0.048
H 1.191 5.797 -2.452 0.115
C 0.635 4.424 -0.883 -0.056
H 0.488 5.195 -0.126 0.117
C 0.427 3.098 -0.542 -0.114
H 0.214 2.784 0.479 0.033
Cl -2.166 1.726 4.934 0.620
C -1.569 1.106 3.451 -0.654
H -1.022 1.874 2.890 -0.040
H -2.352 0.559 2.909 0.024
```

## Properties
Spin multiplicity: 5
HOMO level (alpha / beta), eV: -9.72 / -11.87
Frontier orbital gap (alpha / beta), eV: 7.261 / 6.472
Charge: +1